1.
DFT (wB97M-V/def2-TZVPD) results for a cluster of 2 separate species, C19H23NO7P in total.

Strongest force on any atom, eV Å⁻¹: 3.345
Electronic energy, Eh: -1660.7245
Relative energy (zero: lowest compared OMol25 entry of this formula, charge and spin), kJ/mol: 7.2
Gap between HOMO and LUMO, Ha: 0.1834
Lowest unoccupied orbital energy, eV: 1.9784

Structure (ORCA input):
```
! wB97M-V def2-TZVPD RIJCOSX def2/J DEFGRID3
* xyz -1 1
C 2.5160 6.0556 -1.3919
C 1.5479 4.9483 -1.0253
O 2.2279 3.6925 -0.8245
P 1.3839 2.3177 -0.6281
C 0.7910 2.3307 1.0455
C -0.5246 2.3898 1.4286
N -1.6218 2.4688 1.8617
O 0.3141 2.0623 -1.6182
O 2.6058 1.2624 -0.6206
C 3.9502 1.5333 -1.1033
C 4.7657 0.2633 -0.9958
H 1.9594 6.9944 -1.4192
H 3.3229 6.1611 -0.6612
H 2.9494 5.8950 -2.3830
H 1.0183 5.2053 -0.0988
H 0.8049 4.8118 -1.8232
H 1.5416 2.4034 1.8335
H 3.8941 1.8730 -2.1496
H 4.3949 2.3228 -0.4838
H 5.7951 0.4537 -1.3013
H 4.7862 -0.1146 0.0295
H 4.3678 -0.5209 -1.6451
C -0.8694 -4.6826 -1.3334
C -0.1336 -3.3802 -1.5850
C 1.1983 -3.6047 -2.3050
O -0.9094 -2.4848 -2.4024
C -2.0400 -1.9519 -1.8330
O -2.9095 -1.4979 -2.5426
C -2.0692 -1.8992 -0.3504
C -3.1204 -1.2816 0.2518
C -3.3023 -1.1568 1.6838
C -3.0378 -2.2306 2.5736
C -3.2067 -2.0680 3.9474
C -3.6284 -0.8334 4.4595
C -3.9056 0.2319 3.5955
C -3.7633 0.0661 2.2217
C -0.7723 -2.0843 0.3544
O -0.5135 -1.6383 1.4480
O 0.2091 -2.7281 -0.3395
H -1.8228 -4.5142 -0.8226
H -1.0565 -5.1763 -2.2936
H -0.2412 -5.3390 -0.7215
H 1.6973 -2.6420 -2.4514
H 1.8447 -4.2514 -1.7050
H 1.0267 -4.0681 -3.2799
H -3.8775 -0.8948 -0.4250
H -2.7030 -3.1873 2.1677
H -2.9891 -2.9055 4.6149
H -3.7383 -0.7003 5.5378
H -4.2220 1.2032 3.9807
H -3.9350 0.8907 1.5272
*
```

2.
DFT (wB97M-V/def2-TZVPD) results for a structure of composition C19H24ClIN3O4RuS6.

Strongest force on any atom, eV Å⁻¹: 0.554
Electronic energy, Eh: -4445.6698
Relative energy (zero: lowest compared OMol25 entry of this formula, charge and spin), kJ/mol: 0.0
Gap between HOMO and LUMO (spin up / spin down), Ha: 0.2739 / 0.2545
Lowest unoccupied orbital energy (spin up / spin down), eV: -0.2029 / -0.6490

Structure (ORCA input):
```
! wB97M-V def2-TZVPD RIJCOSX def2/J DEFGRID3
* xyz 0 2
Ru -0.8025 -0.6459 1.2947
C -0.8832 1.1984 -2.9582
C -1.9632 0.9226 -1.9178
S -1.6822 1.3343 -0.1678
C -0.9905 3.0165 -0.2542
C 0.3759 3.2464 0.3865
S 1.7268 2.1834 -0.1718
C 1.8493 2.6760 -1.9114
C 1.9303 1.4889 -2.8648
S 0.6304 0.2404 -2.7257
H -0.6329 2.2571 -2.9992
H -1.3100 0.9496 -3.9318
H -2.2095 -0.1405 -1.8925
H -2.8715 1.4498 -2.2162
H -1.7223 3.6612 0.2344
H -0.9732 3.3057 -1.3032
H 0.3259 3.0827 1.4621
H 0.6530 4.2914 0.2321
H 2.7399 3.2905 -2.0561
H 0.9942 3.3070 -2.1558
H 2.8415 0.9167 -2.6738
H 1.9921 1.8534 -3.8922
Cl 4.1477 -3.6385 -2.4653
C 3.2756 -2.7284 -1.2668
C 3.9648 -1.9997 -0.3373
C 3.2895 -1.2574 0.6470
I 4.3479 -0.1906 2.0822
C 1.9078 -1.2322 0.7076
O 1.2130 -0.5991 1.6050
C 1.2083 -1.9908 -0.2802
N -0.1500 -1.9100 -0.2156
C -0.8909 -2.5828 -1.0633
C -0.3141 -3.3739 -2.0737
C 1.0449 -3.4534 -2.1794
C 1.8606 -2.7505 -1.2640
H 5.0461 -2.0019 -0.3560
H -1.9630 -2.5073 -0.9279
H -0.9605 -3.9112 -2.7527
H 1.5079 -4.0490 -2.9539
S -1.1653 0.9676 3.0113
C -0.6072 0.0007 4.3459
N 0.6895 -0.2405 4.4726
C 1.1975 -1.2497 5.3951
C 0.3144 -1.2745 6.6319
C -1.1378 -1.4595 6.2243
N -1.4902 -0.4657 5.2136
H 1.2490 0.0025 3.6605
H 2.2255 -0.9930 5.6464
H 1.1978 -2.2255 4.9018
H 0.4284 -0.3377 7.1812
H 0.6178 -2.0876 7.2900
H -1.8033 -1.3280 7.0763
H -1.3020 -2.4569 5.8094
H -2.4434 -0.4642 4.8635
O -3.6819 -3.3218 1.7091
S -3.0063 -2.1611 2.2068
O -2.7036 -1.1861 1.0343
O -3.6362 -1.4645 3.3045
S -1.0171 -2.5386 2.6700
*
```

3.
DFT (wB97M-V/def2-TZVPD) results for an isolated molecule of C19H24ClN5O2S.

Strongest force on any atom, eV Å⁻¹: 1.514
Electronic energy, Eh: -2021.0829
Relative energy (zero: lowest compared OMol25 entry of this formula, charge and spin), kJ/mol: 27.6
Gap between HOMO and LUMO, Ha: 0.3079
SMILES: CC(C)c1nnc(NC(=O)CCC(=O)N2CCN(c3ccc(Cl)cc3)CC2)s1
Lowest unoccupied orbital energy, eV: 0.4958

Structure (ORCA input):
```
! wB97M-V def2-TZVPD RIJCOSX def2/J DEFGRID3
* xyz 0 1
C -0.0950 -4.5699 0.5327
H -0.3607 -4.4777 1.5834
H 0.7574 -5.2384 0.4454
H -0.9352 -5.0060 -0.0037
C 0.2603 -3.1940 -0.0427
C -0.9339 -2.3108 0.0508
N -1.1217 -1.3954 0.9251
N -2.2891 -0.7612 0.8391
C -3.0380 -1.1759 -0.1259
N -4.2686 -0.7281 -0.4585
C -4.9295 0.4277 -0.0173
O -5.9246 0.7688 -0.6008
C -4.5107 0.9682 1.3357
C -3.2741 1.8839 1.3472
H -2.5792 1.5236 2.1010
C -2.5962 1.9212 -0.0090
O -3.1960 1.5956 -1.0224
N -1.3296 2.3814 -0.0664
C -0.4551 2.6927 1.0378
H -1.0119 2.8212 1.9623
H 0.0525 3.6360 0.8048
C 0.6022 1.5899 1.1972
N 1.3438 1.4894 -0.0427
C 2.6583 1.0504 -0.0464
C 3.2646 0.4857 1.0811
C 4.5937 0.1089 1.0662
C 5.3478 0.2822 -0.0807
C 4.7739 0.8415 -1.2113
C 3.4493 1.2235 -1.1896
H 3.0305 1.6834 -2.0710
H 5.3655 0.9862 -2.1016
Cl 7.0112 -0.1984 -0.1042
H 5.0393 -0.3310 1.9445
H 2.6955 0.3127 1.9798
C 0.4719 1.1805 -1.1587
H 1.0467 1.0921 -2.0781
C -0.5890 2.2723 -1.3076
H -1.2908 2.0232 -2.1043
H -0.1117 3.2330 -1.5233
H -0.0389 0.2214 -0.9785
H 1.2796 1.8762 2.0015
H 0.1051 0.6416 1.4503
H -3.5675 2.9072 1.5923
H -4.3179 0.1065 1.9753
H -5.3762 1.5108 1.7176
H -4.6499 -1.0810 -1.3287
S -2.2950 -2.4837 -1.0598
C 1.4462 -2.5805 0.6962
H 1.1876 -2.4103 1.7373
H 2.2997 -3.2515 0.6482
H 1.7307 -1.6308 0.2508
H 0.5127 -3.3153 -1.1024
*
```

4.
DFT (wB97M-V/def2-TZVPD) results for a structure of composition C19H24F6I2N6O5PbS2.

Strongest force on any atom, eV Å⁻¹: 0.759
Electronic energy, Eh: -3626.3993
Relative energy (zero: lowest compared OMol25 entry of this formula, charge and spin), kJ/mol: 51.2
Gap between HOMO and LUMO (spin up / spin down), Ha: 0.1497 / 0.1499
Lowest unoccupied orbital energy (spin up / spin down), eV: -9.6498 / -9.6471

Structure (ORCA input):
```
! wB97M-V def2-TZVPD RIJCOSX def2/J DEFGRID3
* xyz 2 1
Pb -0.2003 -0.0369 -0.1577
I 3.2356 6.0770 -3.4290
C 1.9632 4.5893 -2.8946
C 0.7218 4.9052 -2.3328
C -0.1522 3.9008 -1.9925
I -1.9791 4.3168 -1.2147
C 0.2179 2.4972 -2.2357
O -0.5831 1.5728 -2.0176
C 1.5421 2.2080 -2.7894
C 1.9125 0.7659 -2.9968
N 2.0950 0.0908 -1.7011
C 3.3039 0.5184 -0.9847
C 3.0850 1.0632 0.4150
C 4.1901 1.5519 1.1001
C 4.0218 2.0794 2.3673
C 2.7480 2.1079 2.9173
C 1.7014 1.5948 2.1808
N 1.8665 1.0769 0.9529
C 2.3631 3.2306 -3.1144
H 0.4510 5.9408 -2.1803
H 1.1054 0.2684 -3.5368
H 2.8123 0.7054 -3.6164
H 2.1444 -0.9075 -1.8642
H 4.0208 -0.3045 -0.9334
H 3.7999 1.3048 -1.5580
H 5.1683 1.5176 0.6372
H 4.8701 2.4644 2.9173
H 2.5622 2.5136 3.9013
H 0.6983 1.5898 2.5798
H 3.3330 3.0415 -3.5574
N 0.8053 -2.2906 0.4897
C 0.0632 -3.4081 -0.1180
C -0.0744 -3.1952 -1.6178
N -0.8022 -1.9606 -1.9555
C -2.2662 -2.1094 -2.1018
C -3.0457 -1.8310 -0.8262
N -2.7347 -0.4927 -0.3165
H 0.6342 -2.2379 1.4906
H 1.8072 -2.4053 0.3674
H 0.5612 -4.3629 0.0607
H -0.9125 -3.4615 0.3648
H 0.9254 -3.1312 -2.0578
H -0.5560 -4.0690 -2.0659
H -0.4485 -1.6118 -2.8374
H -2.5895 -1.4096 -2.8754
H -2.5132 -3.1137 -2.4570
H -4.1104 -1.9395 -1.0482
H -2.8136 -2.5469 -0.0394
H -3.0956 0.2342 -0.9305
H -3.1530 -0.3380 0.5991
F -3.3507 4.0105 1.9671
C -3.6740 2.7452 2.2276
F -4.4215 2.6815 3.3044
F -4.3348 2.2481 1.1808
S -2.1013 1.8134 2.4621
O -1.4433 1.8861 1.1565
O -1.4007 2.3918 3.5604
N -2.7309 0.3781 2.7130
S -1.8141 -0.8775 2.8823
O -0.4662 -0.6364 2.3437
O -2.4654 -2.0609 2.4133
C -1.5374 -1.0987 4.6981
F -0.8979 -2.2455 4.8792
F -2.7023 -1.1215 5.3125
F -0.7981 -0.0983 5.1512
*
```